{"formula": "C5H13NS", "method": "ωB97M-V/def2-TZVPD", "elements": ["C", "C", "S", "C", "N", "C", "C", "H", "H", "H", "H", "H", "H", "H", "H", "H", "H", "H", "H", "H"], "xyz": [[-1.5967, 1.5176, 1.4539], [-2.1984, 0.1947, 2.0760], [-3.1419, -0.6980, 0.7331], [-0.3419, 1.2025, 0.6589], [0.1119, -0.0158, 0.4384], [1.5996, -0.5517, -2.1431], [2.8174, -1.2788, -1.4261], [-1.2184, 2.1671, 2.2569], [-2.3520, 2.0592, 0.8733], [-1.4213, -0.5127, 2.3478], [-2.9153, 0.3105, 2.8892], [-2.0451, -1.3130, 0.3320], [-0.8262, 0.4549, -0.2331], [0.2578, 2.1018, 0.4150], [0.6201, -0.7275, -1.7164], [1.6080, -0.7444, -3.2198], [1.8375, 0.4794, -1.8685], [2.4495, -1.6299, -0.4666], [2.9576, -2.2151, -1.9829], [3.7978, -0.8010, -1.4180]], "atomic_forces_ev_per_a": [[-0.394, -1.073, 1.486], [-0.426, 0.472, -1.569], [-0.066, 0.426, 0.672], [0.842, -0.336, 0.670], [-1.056, 1.639, -0.397], [2.106, 0.615, 0.701], [-1.889, -1.688, -1.206], [-0.265, 0.081, -0.078], [0.195, 0.000, 0.130], [0.116, 0.269, 0.235], [0.260, 0.409, -0.061], [0.305, -0.415, -0.358], [0.397, -1.395, -0.319], [-0.025, 0.008, -0.080], [0.196, -0.599, 0.039], [0.007, 0.351, 0.176], [-0.578, 0.365, -0.794], [0.485, 0.414, 0.462], [0.259, 0.006, 0.114], [-0.470, 0.452, 0.175]], "mulliken_charge": [-0.54, -0.71, -0.23, -0.03, -0.54, -0.49, -0.88, 0.35, 0.31, 0.36, 0.36, 0.15, 0.16, 0.37, 0.06, 0.35, 0.15, 0.26, 0.26, 0.30], "de_lowest_kj_mol": 434.76, "orbital_gap_ev": 9.26, "fmax_ev_per_a": 2.806, "homo_energy_ev": -8.5, "lumo_ev": 0.72}